{
  "formula": "C39H55FN2O19S",
  "method": "wB97M-V/def2-TZVPD",
  "symbols": ["N", "C", "O", "S", "O", "O", "O", "C", "F", "C", "C", "C", "O", "N", "C", "C", "C", "C", "C", "C", "H", "H", "H", "H", "H", "H", "H", "H", "H", "H", "H", "H", "H", "O", "C", "O", "C", "C", "C", "H", "H", "H", "H", "H", "H", "O", "C", "O", "C", "C", "C", "H", "H", "H", "H", "H", "H", "O", "C", "O", "C", "C", "C", "H", "H", "H", "H", "H", "H", "O", "C", "O", "C", "C", "C", "H", "H", "H", "H", "H", "H", "O", "C", "O", "C", "C", "C", "H", "H", "H", "H", "H", "H", "O", "C", "O", "C", "C", "C", "H", "H", "H", "H", "H", "H", "O", "C", "O", "C", "C", "C", "H", "H", "H", "H", "H", "H"],
  "positions_angstrom": [[9.599233, 2.228615, 0.569973], [8.152915, 2.502031, 0.762667], [7.725530, 1.243804, 1.415527], [7.249767, 0.205483, 0.219903], [6.267632, -0.741665, 0.691739], [8.361048, -0.451661, -0.424066], [6.388422, 1.342929, -0.619625], [7.235251, 2.521532, -0.530794], [8.197028, 2.225720, -1.568497], [6.596631, 3.851265, -1.075060], [6.445904, 5.021893, -0.034131], [5.007751, 5.205480, 0.557761], [4.905955, 5.825830, 1.596375], [3.788275, 4.736555, -0.064148], [3.428104, 3.421381, 0.415427], [2.659245, 2.531145, -0.455351], [2.283617, 1.175816, -0.024914], [2.718630, 0.712320, 1.303952], [3.472312, 1.618032, 2.162865], [3.838914, 2.985969, 1.759105], [10.158968, 3.043751, 0.826027], [9.843788, 1.490669, 1.238540], [7.988861, 3.230609, 1.591727], [5.633120, 3.568037, -1.587029], [7.256306, 4.227319, -1.904571], [7.157255, 5.001570, 0.823518], [6.671655, 5.977639, -0.593860], [3.857191, 4.786918, -1.080723], [2.317522, 2.845846, -1.468825], [1.675750, 0.493484, -0.672405], [2.477471, -0.314093, 1.677169], [3.771683, 1.251606, 3.169414], [4.401025, 3.614465, 2.480754], [2.069587, 5.150418, -1.914995], [0.909676, 4.971407, -2.173602], [0.397385, 3.770048, -2.538220], [-0.991447, 3.922626, -2.881267], [-1.436266, 5.185988, -2.179439], [-0.169028, 6.025392, -2.189218], [-1.075072, 3.998721, -3.968622], [-1.550020, 3.050505, -2.545399], [-2.287055, 5.666674, -2.659529], [-1.717203, 4.957462, -1.149080], [-0.076570, 6.614919, -3.103784], [-0.101916, 6.665830, -1.311825], [-3.987487, 3.632240, -1.644956], [-4.249430, 3.227710, -0.545111], [-5.485564, 3.301904, 0.009404], [-5.432435, 2.832599, 1.366089], [-4.201337, 1.953289, 1.435237], [-3.274029, 2.615481, 0.432093], [-5.364465, 3.697859, 2.031190], [-6.343789, 2.281290, 1.598051], [-3.782214, 1.877258, 2.437757], [-4.445815, 0.946794, 1.097927], [-2.680287, 3.411321, 0.887873], [-2.628912, 1.890254, -0.060788], [4.966405, 2.803697, -3.717535], [4.283377, 1.838244, -3.919152], [3.361601, 1.753004, -4.911444], [2.649823, 0.510229, -4.795003], [3.566266, -0.398673, -4.001355], [4.286244, 0.584560, -3.095224], [1.703436, 0.699045, -4.281072], [2.438397, 0.114776, -5.788134], [3.034904, -1.185192, -3.465448], [4.287060, -0.876469, -4.670575], [3.733666, 0.768356, -2.171430], [5.302594, 0.262859, -2.876678], [-4.005895, -1.081701, 2.095893], [-4.955302, -1.721863, 1.734848], [-4.905043, -3.044695, 1.443120], [-6.180399, -3.476540, 0.938831], [-7.176476, -2.459028, 1.454501], [-6.348153, -1.186824, 1.494022], [-6.134680, -3.497494, -0.152482], [-6.396550, -4.479838, 1.300637], [-8.071716, -2.382777, 0.837905], [-7.488077, -2.725287, 2.468098], [-6.365849, -0.658458, 0.537845], [-6.659127, -0.527420, 2.302579], [-7.267600, -6.674824, 0.053795], [-7.539071, -7.077432, 1.151608], [-8.782919, -7.018199, 1.690586], [-8.741397, -7.480851, 3.052706], [-7.499149, -8.340678, 3.139881], [-6.567845, -7.671153, 2.144698], [-8.693432, -6.612590, 3.714854], [-9.646251, -8.043255, 3.276488], [-7.092440, -8.405095, 4.146215], [-7.726581, -9.355691, 2.802534], [-5.991235, -6.864800, 2.604141], [-5.906443, -8.388933, 1.663443], [-9.897932, -8.304444, 6.144248], [-8.910113, -8.200266, 6.813785], [-7.709182, -7.788431, 6.324876], [-6.714115, -7.879994, 7.357260], [-7.487806, -7.851930, 8.659619], [-8.788406, -8.539060, 8.279427], [-6.158489, -8.812077, 7.223603], [-6.022500, -7.042124, 7.273539], [-6.960629, -8.332640, 9.483498], [-7.690481, -6.817344, 8.948155], [-8.724014, -9.623433, 8.389007], [-9.632387, -8.146340, 8.842657], [7.555744, 3.523303, -9.377435], [7.330755, 3.131867, -8.266695], [6.121657, 3.239028, -7.658604], [6.221815, 2.775204, -6.301059], [7.433537, 1.866129, -6.280697], [8.332393, 2.500310, -7.327822], [6.340451, 3.639277, -5.644955], [5.314605, 2.249563, -6.028779], [7.893780, 1.785057, -5.295439], [7.148727, 0.860290, -6.602887], [8.963928, 3.283180, -6.903150], [8.937450, 1.757584, -7.844084]],
  "forces_ev_per_angstrom": [[-0.49, 1.09, 0.14], [0.60, -2.17, 2.03], [-1.01, -0.76, -1.71], [-1.30, -2.81, 1.05], [0.63, 1.75, 0.09], [-0.71, 2.10, 0.20], [2.18, 0.98, 1.66], [1.77, 0.55, -3.47], [-0.73, 0.38, 0.68], [-0.26, -0.07, 0.42], [-0.88, 0.05, -1.05], [-0.19, 1.07, 1.04], [0.36, -0.59, -0.57], [1.87, -0.99, 0.39], [-0.27, -1.39, 0.58], [-0.02, -1.49, 1.40], [1.48, 1.44, 1.99], [0.32, 1.90, -0.77], [-0.51, 0.70, -1.67], [-1.48, -2.34, -1.31], [-0.24, -0.18, -0.26], [-0.19, 0.35, -0.43], [-0.36, -0.10, -1.23], [0.89, 0.36, 0.68], [-0.46, -0.76, 0.93], [-0.64, -0.06, -0.69], [-0.32, -0.89, 0.64], [-0.36, -0.28, 0.32], [0.56, -0.06, 1.13], [0.68, 0.87, 0.58], [0.23, 1.12, -0.49], [-0.20, 0.40, -0.90], [-0.58, -0.40, -0.84], [-0.57, -0.30, -0.59], [0.37, 0.49, -0.18], [0.33, 0.21, 0.12], [-0.49, -0.22, -0.12], [-0.25, 0.33, 0.08], [-0.45, -0.22, 0.26], [0.07, 0.01, 0.03], [0.19, -0.02, -0.03], [0.01, -0.14, 0.02], [-0.03, -0.02, -0.10], [0.12, 0.04, 0.08], [0.28, 0.11, -0.19], [-0.47, -0.08, 0.11], [0.39, 0.28, -0.24], [0.18, -0.01, -0.30], [-0.08, -0.05, 0.37], [0.15, -0.13, 0.20], [-0.26, -0.38, 0.22], [-0.02, 0.01, -0.06], [-0.07, 0.17, -0.18], [-0.09, -0.05, -0.04], [0.07, 0.09, 0.10], [0.07, -0.01, -0.13], [0.14, 0.28, -0.08], [-0.24, 0.24, -0.28], [-0.04, 0.13, 0.76], [0.28, 0.21, 0.13], [-0.30, -0.34, -0.13], [0.05, -0.39, 0.11], [-0.02, -0.66, -0.31], [0.05, 0.06, 0.00], [0.02, 0.27, -0.03], [-0.04, 0.07, -0.06], [-0.08, 0.00, 0.01], [0.20, 0.06, 0.04], [-0.04, 0.26, 0.23], [-0.01, -0.56, 0.03], [0.36, 0.36, -0.09], [0.08, 0.35, 0.20], [-0.27, -0.31, -0.15], [-0.43, 0.10, 0.01], [-0.37, -0.32, 0.22], [0.02, -0.04, 0.05], [0.26, 0.02, -0.09], [0.07, -0.09, -0.01], [0.01, -0.01, -0.07], [0.05, 0.08, 0.07], [0.22, 0.20, -0.16], [-0.42, 0.02, 0.14], [0.32, 0.26, -0.31], [0.30, 0.02, -0.29], [-0.23, -0.13, 0.38], [0.29, -0.32, 0.23], [-0.26, -0.46, 0.21], [0.00, -0.03, -0.03], [-0.04, 0.20, -0.13], [-0.13, 0.05, -0.05], [-0.02, 0.07, 0.01], [0.07, -0.01, -0.12], [0.14, 0.32, -0.12], [0.42, 0.24, -0.23], [-0.61, -0.42, -0.06], [-0.24, 0.06, 0.10], [0.40, 0.06, 0.15], [0.04, 0.01, 0.43], [0.32, 0.39, 0.27], [-0.04, 0.02, -0.02], [-0.09, -0.05, -0.23], [0.04, 0.02, -0.09], [0.05, -0.06, -0.02], [-0.14, 0.02, -0.03], [-0.14, -0.27, -0.17], [-0.40, -0.05, 0.14], [0.32, 0.36, -0.36], [0.28, -0.10, -0.30], [0.01, -0.02, 0.19], [0.25, -0.25, 0.28], [-0.22, -0.47, 0.26], [-0.05, -0.04, -0.05], [-0.06, 0.26, -0.35], [-0.10, 0.04, 0.00], [0.00, 0.05, 0.03], [0.05, -0.02, -0.12], [0.14, 0.30, -0.12]],
  "homo_lumo_gap_ev": 8.3,
  "e_homo_ha": -0.296,
  "max_force_ev_per_a": 3.93,
  "lumo_energy_ev": 0.23
}